No. 1
A molecular structure, C23H26S4Zn at a distorted geometry, computed with ωB97M-V/def2-TZVPD.

The strongest force on any atom is 0.0395 Eh/bohr. As for the HOMO energy (alpha / beta): -6.26 / -5.60 eV. The value obtained for the calculated total energy is -116027.4994 eV.

XYZ file:
```
54
C23H26S4Zn ωB97M-V/def2-TZVPD
Zn -1.33754 -0.39846 -2.77214
C -4.38933 -0.80203 -0.06084
C -4.34082 0.70128 -0.22600
S -2.70834 1.42007 -0.73313
C -1.90742 1.63808 0.91913
C -1.25235 0.39456 1.49102
S -0.47820 -0.70311 0.27201
C -0.65494 -2.33052 1.05101
C -0.30387 -3.45184 0.06277
S -0.77218 -3.08601 -1.66637
C -2.37497 -3.96296 -1.73730
C -3.52452 -3.30440 -1.00636
S -3.87673 -1.62228 -1.61318
H -5.41252 -1.15209 0.09621
H -3.77198 -1.13552 0.77087
H -4.64922 1.23164 0.66304
H -5.05106 1.00893 -1.01090
H -2.69748 2.00933 1.58958
H -1.17178 2.44290 0.81215
H -1.95781 -0.20974 2.07361
H -0.45090 0.70226 2.16040
H -1.64279 -2.46953 1.51243
H 0.10378 -2.29632 1.81352
H -0.77336 -4.39740 0.33437
H 0.75948 -3.65842 0.07690
H -2.23811 -4.98492 -1.39313
H -2.61386 -4.07172 -2.80189
H -3.40039 -3.34139 0.08083
H -4.44938 -3.87104 -1.23192
C 0.42629 0.56299 -2.77789
C 1.38835 1.02075 -2.11656
C 2.16633 1.35361 -0.98633
C 1.86512 2.58473 -0.26592
C 1.12911 3.60180 -0.91013
C 0.82691 4.80333 -0.28132
C 1.14939 4.96546 1.05609
C 1.76677 3.92911 1.76070
C 2.14063 2.76932 1.12082
C 3.18117 0.42258 -0.47331
C 3.01444 -0.98660 -0.53313
C 3.97693 -1.84661 -0.08455
C 5.21929 -1.34024 0.33773
C 5.42246 0.02964 0.38383
C 4.37769 0.89313 0.08437
H 0.80235 3.40156 -1.92618
H 0.27780 5.59094 -0.80465
H 0.87998 5.89248 1.56481
H 1.96922 4.04289 2.81930
H 2.61585 1.97374 1.68614
H 2.09113 -1.36999 -0.92868
H 3.79555 -2.93081 -0.05980
H 5.98908 -2.03294 0.70212
H 6.36494 0.41730 0.76781
H 4.50182 1.95252 0.33804
```

Atomic partial charges in e from the natural (NBO) method, atoms 1 to 2: 0.85 -0.53

No. 2
A molecular structure, C23H30HoN6OS, computed with ωB97M-V/def2-TZVPD.

The strongest force on any atom is 0.0176 Eh/bohr. For the energy above the lowest of the compared OMol25 structures with the same formula, charge and spin, the calculation gives 0.475 eV. As for the HOMO energy (alpha / beta): -16.99 / -16.99 eV. As for the expectation value of S²: 6.00. As for the total charge: +3. As for the spin multiplicity: 5. The value obtained for the calculated total energy is -71939.0579 eV.

XYZ file:
```
62
C23H30HoN6OS ωB97M-V/def2-TZVPD
Ho -0.30522 -0.15106 -0.09637
N 1.72322 0.16480 -1.54806
C 2.11956 1.57062 -1.66706
C 3.08220 1.96114 -2.56057
C 3.50199 3.30106 -2.63986
C 2.96418 4.23201 -1.79827
C 1.96857 3.86086 -0.86637
C 1.40747 4.78872 0.03602
C 0.45765 4.37002 0.93224
C 0.05682 3.03618 0.90650
N 0.53845 2.12002 0.07203
C 1.51971 2.51691 -0.80756
H 2.52209 -0.33760 -1.15880
H 1.63960 -0.20169 -2.48905
H 3.54624 1.22446 -3.20706
H 4.26666 3.57779 -3.35214
H 3.28862 5.26430 -1.82353
H 1.73923 5.81926 0.00894
H 0.01479 5.05319 1.64270
H -0.71170 2.70009 1.59658
N -2.29847 -0.03050 1.49855
C -1.85587 0.07045 2.92308
C -0.61817 -0.77682 3.16588
N 0.49424 -0.28514 2.30592
H -3.00996 0.68227 1.35767
H -2.80268 -0.91155 1.39975
H -2.64837 -0.23643 3.60537
H -1.62370 1.11369 3.14363
H -0.82213 -1.81960 2.91762
H -0.36497 -0.73651 4.22554
H 1.28722 -0.91260 2.42045
H 0.81161 0.60034 2.69406
N -0.92311 -0.67931 -2.65245
N -2.01613 0.06140 -2.03263
H -0.86086 -0.46748 -3.64534
H -1.14900 -1.66919 -2.61306
H -2.91658 -0.29333 -2.34381
H -1.96937 1.00650 -2.40757
O 0.17672 -2.22015 0.03271
S -0.13213 -3.56094 0.75511
C -0.06064 -4.79266 -0.54710
C -0.53187 -6.06691 -0.26286
C -0.50779 -7.01855 -1.26902
C -0.00035 -6.69519 -2.52230
C 0.49485 -5.42440 -2.77814
C 0.46869 -4.45735 -1.78247
C -1.92442 -3.54317 0.95654
C -2.46786 -4.05445 2.12586
C -3.84870 -4.18023 2.23081
C -4.66218 -3.80076 1.17347
C -4.10744 -3.27262 0.00979
C -2.73295 -3.14681 -0.10300
H -0.90555 -6.32127 0.72186
H -0.88292 -8.01349 -1.07340
H 0.01930 -7.44380 -3.30285
H 0.92133 -5.19216 -3.74450
H 0.86676 -3.46385 -1.94653
H -1.82451 -4.36465 2.94221
H -4.28572 -4.58521 3.13362
H -5.73348 -3.93738 1.23883
H -4.74905 -2.99942 -0.81784
H -2.27434 -2.82149 -1.02859
```

Atomic partial charges in e from the natural (NBO) method, atoms 1 to 2: 2.07 -0.91